Run 1
Computed, not measured: a single C22H20Br2N2O2 molecule, with ωB97M-V/def2-TZVPD.

Output
- E_HOMO: -8.965 eV
- Net charge: 0
- HOMO-LUMO gap: 9.344 eV
- Structure (SMILES): Cc1cc(Br)c(OCc2ccc(C(=O)N/N=C3\C[C@@H]4CC=C[C@H]34)cc2)c(Br)c1

Positions of all 48 atoms, in Å:
C: -0.53 2.51 -4.65
C: 0.35 1.63 -3.82
C: -0.21 0.69 -2.97
C: 0.61 -0.13 -2.20
C: 2.00 -0.04 -2.25
C: 2.53 0.89 -3.14
C: 1.73 1.71 -3.91
H: 2.19 2.42 -4.58
Br: 4.42 0.99 -3.35
O: 2.78 -0.88 -1.50
C: 3.38 -0.29 -0.34
C: 2.32 0.13 0.64
C: 1.69 1.36 0.50
C: 0.61 1.69 1.30
C: 0.13 0.78 2.24
C: 0.79 -0.43 2.42
C: 1.87 -0.75 1.62
H: 2.37 -1.71 1.74
H: 0.47 -1.12 3.18
C: -1.06 1.17 3.05
O: -1.26 2.30 3.45
N: -1.91 0.12 3.26
N: -3.05 0.26 3.98
C: -3.83 -0.72 4.11
C: -5.14 -0.82 4.85
C: -6.29 -0.25 4.09
C: -6.98 -1.18 3.46
C: -6.45 -2.57 3.70
C: -5.17 -2.33 4.51
H: -5.06 -3.02 5.34
C: -3.88 -2.16 3.67
H: -3.03 -2.77 4.00
H: -4.01 -2.30 2.60
H: -6.26 -3.10 2.77
H: -7.18 -3.16 4.26
H: -7.85 -1.02 2.84
H: -6.47 0.81 4.06
H: -5.12 -0.50 5.89
H: -1.71 -0.77 2.81
H: 0.11 2.64 1.19
H: 2.04 2.06 -0.24
H: 4.01 0.56 -0.62
H: 4.00 -1.09 0.06
Br: -0.18 -1.43 -1.07
H: -1.28 0.59 -2.89
H: 0.01 3.40 -4.97
H: -1.41 2.81 -4.09
H: -0.86 1.97 -5.54

Atom charges from the natural (NBO) analysis, given in e for atoms 1 to 4: C -0.626; C 0.000; C -0.229; C -0.118



Run 2
Computed, not measured: a single C22H20Br2N2O2 molecule, with ωB97M-V/def2-TZVPD.

Output
- E_HOMO: -8.242 eV
- Net charge: 0
- HOMO-LUMO gap: 8.292 eV
- Structure (SMILES): Cc1cc(Br)c(OCc2ccc(C(=O)N/N=C3\C[C@@H]4CCC=C34)cc2)c(Br)c1

Positions of all 48 atoms, in Å:
O: -1.06 -2.76 0.59
Br: 1.16 2.69 -1.54
Br: -1.81 7.15 0.43
N: 0.44 -3.82 2.83
O: -0.47 4.48 0.49
C: -0.57 -2.00 1.43
C: 0.85 -7.03 2.58
C: 1.47 -5.92 2.07
C: 1.10 -4.58 1.99
C: -0.57 0.38 2.29
C: -1.51 -0.11 0.12
C: 0.57 5.06 -3.05
C: -0.57 6.97 -2.20
C: -0.79 1.76 2.05
C: -1.73 1.23 -0.13
C: 0.41 4.44 -1.79
C: -0.74 6.36 -0.95
C: -0.28 5.06 -0.75
C: -0.85 -0.58 1.30
C: 0.05 6.34 -3.28
C: -1.36 2.20 0.83
N: 0.18 -2.51 2.48
C: 0.13 7.01 -4.66
C: -1.62 3.67 0.56
C: 0.90 -8.03 1.48
C: 1.54 -4.46 0.53
C: 1.14 -7.16 0.22
C: 2.02 -5.97 0.70
H: 0.14 -7.12 3.39
H: -0.11 0.17 3.24
H: -1.82 -0.85 -0.63
H: 1.06 4.55 -3.86
H: -0.95 7.97 -2.35
H: -0.59 2.55 2.79
H: -2.11 1.54 -1.10
H: 0.55 -1.79 3.08
H: 0.72 6.37 -5.34
H: -0.91 7.15 -5.05
H: 0.62 7.98 -4.63
H: -2.14 3.71 -0.42
H: -2.30 4.07 1.31
H: -0.05 -8.62 1.36
H: 1.73 -8.73 1.62
H: 0.73 -4.32 -0.17
H: 2.41 -3.82 0.31
H: 0.19 -6.83 -0.25
H: 1.70 -7.72 -0.53
H: 3.10 -6.13 0.62

Atom charges from the natural (NBO) analysis, given in e for atoms 1 to 4: O -0.636; Br 0.081; Br 0.072; N -0.262



Of them, run 1 has the highest stability.



Run 1
Computed, not measured: 5 unconnected molecules or ions with the total composition CH10O5, with ωB97M-V/def2-TZVPD.

Output
- E_HOMO: -10.560 eV
- Net charge: 0
- HOMO-LUMO gap: 10.710 eV
- Structure (SMILES): C=O.O.O.O.O

Positions of all 16 atoms, in Å:
O: -0.18 -3.02 -3.10
C: 0.56 -2.08 -2.78
H: 1.40 -2.06 -1.95
H: 0.47 -0.94 -3.07
H: 1.91 -3.42 1.07
H: 1.53 -3.28 -0.45
O: 1.24 -3.06 0.47
H: 3.41 0.40 1.51
H: 2.15 -0.10 0.75
O: 2.43 0.52 1.36
H: -4.30 4.96 1.84
H: -3.19 4.11 1.93
O: -3.94 4.20 1.38
H: -0.68 1.59 1.74
H: 0.58 2.44 1.49
O: -0.39 2.46 1.38

Atom charges from the natural (NBO) analysis, given in e for atoms 1 to 4: O -0.483; C 0.279; H 0.083; H 0.120



Run 2
Computed, not measured: 5 unconnected molecules or ions with the total composition CH10O5, with ωB97M-V/def2-TZVPD.

Output
- E_HOMO: -10.130 eV
- Net charge: 0
- HOMO-LUMO gap: 9.960 eV
- Structure (SMILES): C=O.O.O.O.O

Positions of all 16 atoms, in Å:
O: 2.62 2.41 0.22
C: 3.07 1.87 1.30
H: 2.36 2.13 2.13
H: 3.31 0.76 1.17
H: 0.39 -2.83 5.08
H: 0.48 -3.29 6.67
O: 0.43 -2.52 6.01
H: 0.10 -0.09 -3.05
H: -0.90 0.98 -3.47
O: -0.73 0.34 -2.72
H: 0.87 -1.70 -1.39
H: 2.13 -1.95 -1.79
O: 1.63 -2.15 -1.04
H: -4.60 1.61 -2.94
H: -5.97 2.07 -3.39
O: -5.18 2.36 -2.79

Atom charges from the natural (NBO) analysis, given in e for atoms 1 to 4: O -0.479; C 0.172; H 0.152; H 0.154



Of them, run 1 has the highest stability.



Run 1
Computed, not measured: 2 unconnected molecules or ions with the total composition C2H2ClP, with ωB97M-V/def2-TZVPD.

Output
- E_HOMO (alpha / beta): -8.225 / -8.237 eV
- Net charge: 0
- HOMO-LUMO gap (alpha / beta): 6.995 / 7.011 eV

Positions of all 6 atoms, in Å:
C: -1.18 -0.57 -0.20
C: -1.18 0.56 0.19
P: 2.52 0.99 -0.07
Cl: 2.23 -0.95 0.07
H: -1.24 -1.58 -0.48
H: -1.14 1.56 0.49

Atom charges from the natural (NBO) analysis, given in e for atoms 1 to 4: C -0.230; C -0.238; P 0.268; Cl -0.263



Run 2
Computed, not measured: a single C2H2ClP molecule, with ωB97M-V/def2-TZVPD.

Output
- E_HOMO: -9.698 eV
- Net charge: 0
- HOMO-LUMO gap: 9.202 eV
- Structure (SMILES): Cl[C@@H]1C=P1

Positions of all 6 atoms, in Å:
C: -0.57 0.37 0.57
C: 0.39 -0.33 -0.25
P: 0.97 0.66 1.12
Cl: 0.36 0.43 -1.98
H: -1.59 0.27 0.86
H: 0.44 -1.40 -0.33

Atom charges from the natural (NBO) analysis, given in e for atoms 1 to 4: C -0.509; C -0.479; P 0.687; Cl -0.158



Of them, run 2 has the highest stability.